71
Properties=species:S:1:pos:R:3:forces:R:3 method="wB97M-V/def2-TZVPD" de_lowest_ev=0.300 molar_mass_g_mol=592.55 spin_multiplicity=1 homo_lumo_gap_ev=2.891 homo_energy_ha=0.0567 charge=-2
Rh -0.9864 0.4443 0.7878 0.21 0.75 -0.66
C 0.6198 3.4234 1.1259 0.07 0.10 0.16
N -0.5952 2.6659 1.0225 -0.40 -0.06 -0.07
C -1.7061 3.3333 1.1265 0.61 -0.04 0.15
C -2.9285 2.6507 1.0541 -0.36 -0.10 -0.02
C -4.2635 3.0811 1.1010 -0.14 0.12 -0.04
C -5.0360 1.9230 0.9913 -0.18 0.28 0.03
C -4.1382 0.8549 0.8944 0.37 -0.27 0.00
N -2.8723 1.2921 0.9305 0.11 -0.67 0.22
C 1.2035 3.7915 -0.2209 0.58 0.11 0.09
C 0.4006 3.8719 -1.3480 0.00 0.01 -0.25
C 0.9484 4.2141 -2.5781 0.33 0.04 -0.01
C 2.3146 4.4799 -2.6973 -0.46 -0.04 -0.16
C 3.1244 4.3974 -1.5786 0.07 -0.05 0.24
C 2.5753 4.0540 -0.3497 -0.38 -0.06 -0.02
H 1.3647 2.8390 1.6799 -0.07 0.06 -0.02
H 0.4602 4.3576 1.7017 0.06 -0.13 -0.12
H -1.7080 4.4163 1.2997 0.09 -0.01 0.00
H -4.6049 4.1030 1.1836 -0.02 0.03 0.01
H -6.1143 1.8512 0.9833 0.00 0.01 0.00
H -4.3483 -0.1991 0.7993 0.00 -0.04 0.00
H -0.6467 3.6158 -1.2642 -0.03 -0.01 0.00
H 0.3110 4.2481 -3.4539 0.02 0.01 0.00
H 2.7420 4.7303 -3.6614 -0.03 -0.01 0.00
H 4.1901 4.5789 -1.6637 -0.02 -0.01 0.01
H 3.2164 3.9575 0.5205 -0.01 0.01 0.02
C 1.1981 -1.7200 -0.7798 -0.23 -0.09 -0.03
N 2.5450 -2.2091 -1.1061 0.03 -0.05 -0.05
C 3.3931 -1.9991 0.0644 0.12 -0.15 0.04
N 3.4811 -0.5876 0.4410 0.09 0.07 0.05
C 2.1144 -0.1306 0.7343 0.07 0.01 0.17
N 1.2194 -0.2953 -0.4155 -0.25 -0.01 0.61
C 1.7682 0.4589 -1.5375 -0.16 0.06 -0.14
N 3.1284 0.0188 -1.8925 0.00 0.03 0.00
C 3.0689 -1.4100 -2.2029 0.05 -0.08 -0.15
C 3.9711 0.1695 -0.7046 0.10 0.06 -0.01
H 0.7771 -2.2949 0.0440 0.06 0.04 -0.07
H 0.5534 -1.8456 -1.6532 -0.05 0.01 0.07
H 4.4024 -2.3677 -0.1573 -0.04 0.00 0.02
H 2.9777 -2.5613 0.9036 0.01 -0.01 0.00
H 2.1510 0.9291 0.9951 -0.02 0.00 0.03
H 1.7181 -0.7018 1.5776 0.04 0.07 -0.11
H 1.7935 1.5181 -1.2873 0.00 0.01 0.02
H 1.1196 0.3188 -2.4065 -0.02 0.03 0.05
H 4.0811 -1.7544 -2.4473 -0.03 0.00 0.00
H 2.4283 -1.5507 -3.0781 0.01 0.00 0.00
H 4.0098 1.2304 -0.4396 0.00 -0.01 0.00
H 4.9834 -0.1715 -0.9518 -0.01 0.02 0.01
C -1.5255 -1.5279 0.8483 0.08 0.18 -0.10
C -2.4992 -2.0239 -0.0785 0.15 -0.01 0.21
C -2.6694 -1.4201 -1.3488 -0.08 0.19 -0.25
C -3.6575 -1.8156 -2.2287 0.03 0.04 -0.02
C -4.5401 -2.8442 -1.9056 -0.17 -0.10 -0.08
C -4.4027 -3.4582 -0.6589 -0.05 -0.01 -0.10
C -3.4201 -3.0630 0.2236 0.08 -0.14 -0.03
H -2.0110 -0.5906 -1.6005 -0.05 -0.08 0.07
H -3.7461 -1.3084 -3.1866 -0.01 -0.01 0.01
H -5.3199 -3.1483 -2.5952 -0.01 -0.01 -0.01
H -5.0884 -4.2501 -0.3689 -0.03 -0.01 -0.01
H -3.3484 -3.5402 1.1936 -0.04 0.01 0.03
C 0.8767 -4.0527 3.3800 0.12 0.06 0.15
C 0.7647 -2.6683 3.5809 0.14 -0.01 0.13
C -0.0431 -1.8781 2.8018 0.03 0.18 0.05
C -0.8367 -2.3896 1.7122 -0.25 0.05 -0.01
C -0.7064 -3.8183 1.5493 -0.11 -0.09 -0.03
C 0.1113 -4.5891 2.3423 -0.03 -0.23 -0.14
H 1.5180 -4.6719 3.9960 0.00 0.00 0.02
H 1.3274 -2.1990 4.3862 0.01 0.00 0.01
H -0.1148 -0.8094 2.9952 -0.03 -0.01 0.02
H -1.2463 -4.2960 0.7408 0.02 -0.03 -0.02
H 0.1713 -5.6572 2.1350 0.00 0.02 0.00